Entry 1:
Formula: C25H43DyNP2
Source: the OMol25 dataset
Level of theory: the ωB97M-V functional and the def2-TZVPD basis

Properties
* spin multiplicity: 6
* gap between HOMO and LUMO (spin up / spin down): 7.3 / 7.5 eV
* electronic energy: -2600.59787 Eh
* charge: +1

Last column: Mulliken charge in e.
Atoms and positions in Å:
H1 1.417 -0.978 -2.791  0.409
C1 1.185 1.079 -3.351  -0.516
H2 0.502 1.361 4.568  0.210
P1 -1.854 0.593 -0.114  0.794
H3 1.141 2.254 -5.129  0.526
H4 -2.187 0.379 4.100  0.236
H5 3.197 -0.298 3.333  0.346
C2 3.086 1.125 -0.571  -1.456
C3 0.542 -0.715 4.032  0.735
H6 -2.678 -0.748 -3.199  0.659
N1 -1.047 2.453 2.823  -0.719
C4 1.013 -0.243 -3.497  0.249
C5 -1.839 1.113 -3.777  -0.266
C6 -1.884 -0.234 -3.750  -0.342
H7 2.806 3.586 0.947  0.469
H8 -2.090 -1.805 -0.566  0.742
H9 1.971 1.475 -2.712  0.788
H10 0.594 3.085 -3.666  0.218
C7 1.294 -3.766 1.968  -1.497
C8 0.890 0.403 4.942  -1.486
C9 1.464 -1.559 3.331  0.537
C10 -0.761 1.499 2.190  0.141
H11 -4.088 -0.192 -0.384  0.411
H12 0.036 3.253 0.245  0.687
H13 0.986 3.020 -1.252  0.571
C11 -0.674 -2.401 3.019  0.628
C12 2.935 -1.363 3.258  -1.583
H14 -1.168 -0.987 -1.859  -0.445
H15 0.948 -1.750 -4.981  0.428
H16 3.345 -1.750 2.314  0.288
H17 -2.598 1.703 -3.251  0.705
H18 -1.209 -2.159 -4.346  0.343
C13 -2.001 -0.650 4.440  -1.377
H19 -2.712 -2.735 2.425  0.395
C14 0.715 -2.624 2.726  0.590
C15 -0.782 1.761 -1.093  1.055
H20 1.975 0.482 5.069  0.411
H21 -2.873 -1.269 4.204  0.387
H22 0.452 0.245 5.939  0.338
H23 -0.305 -1.585 -0.480  0.046
C16 2.338 2.820 1.581  -1.460
H24 -1.571 -3.979 1.859  0.335
C17 -1.281 -1.094 -0.773  -0.381
H25 -2.080 -3.940 3.550  0.319
H26 -1.900 -0.606 5.534  0.339
H27 3.886 0.672 0.036  0.471
H28 -1.383 2.934 -4.669  0.413
C18 -3.543 0.703 -0.722  -1.123
H29 3.462 -1.880 4.076  0.343
H30 0.616 -0.132 -5.604  0.237
H31 1.516 3.247 2.167  0.399
C19 -1.809 -3.304 2.690  -1.673
C20 0.538 2.122 -4.204  -1.265
H32 -1.463 2.506 -1.525  0.861
C21 0.414 2.506 -0.465  -1.746
C22 -1.088 -1.113 -4.665  -0.971
Dy1 0.082 -0.566 1.343  -0.244
H33 3.083 2.375 2.254  0.414
C23 0.422 -0.808 -4.754  -1.118
H34 -1.516 -1.041 -5.680  0.428
H35 -3.574 0.758 -1.823  0.296
C24 -0.948 1.923 -4.654  -1.104
H36 3.447 2.055 -1.026  0.449
H37 1.677 -4.554 2.635  0.330
H38 0.543 -4.230 1.317  0.341
P2 1.680 1.524 0.498  1.222
H39 2.139 -3.438 1.348  0.328
H40 -0.452 1.129 -1.922  -1.576
H41 -4.024 1.592 -0.278  0.381
C25 -0.776 -1.208 3.811  0.439
H42 2.797 0.402 -1.346  0.297
H43 -0.976 1.569 -5.696  0.363

Entry 2:
Formula: C25H43Ge3N2Ni
Source: the OMol25 dataset
Level of theory: the ωB97M-V functional and the def2-TZVPD basis

Properties
* spin multiplicity: 3
* gap between HOMO and LUMO (spin up / spin down): 8.2 / 7.3 eV
* electronic energy: -8826.71549 Eh
* charge: +1
* energy relative to the best compared isomer or geometry (same formula, charge and spin): 0.0 kcal/mol

Last column: Mulliken charge in e.
Atoms and positions in Å:
Ge1 0.611 0.840 1.060  0.497
C1 -3.115 2.117 2.823  -0.628
H1 -2.186 -4.925 -2.703  0.393
C2 -2.692 2.740 5.108  -0.454
C3 -2.194 -3.176 0.256  -0.872
H2 2.110 2.055 3.733  0.289
H3 0.211 -1.528 1.612  0.072
C4 -1.388 2.285 4.984  -1.140
H4 -3.504 -1.404 -2.313  0.159
H5 2.405 -0.441 3.494  0.251
H6 -0.834 1.438 -3.344  0.627
H7 7.004 -0.852 -3.620  0.197
C5 3.703 0.110 -0.797  -0.242
C6 3.180 0.082 -3.028  -0.277
C7 -3.551 2.660 4.019  -0.867
C8 -2.188 0.593 0.471  -0.678
H8 1.178 -3.768 -0.147  0.317
H9 -1.219 -3.871 -3.741  0.363
H10 1.793 -2.088 3.501  0.420
C9 -0.420 -1.336 -1.681  -0.854
H11 -0.132 -1.283 -2.738  0.461
Ni1 0.843 0.562 -1.283  -0.335
H12 -1.684 -3.595 1.124  0.398
C10 1.643 2.420 1.627  -0.549
H13 -4.529 1.464 -1.808  0.272
N1 6.703 -0.744 -2.669  -0.444
H14 -2.858 2.736 -2.605  0.292
H15 0.734 -0.766 3.945  0.311
C11 1.108 -0.930 1.797  -0.021
Ge2 -1.762 0.114 -1.352  0.341
H16 -3.255 0.580 0.693  0.212
Ge3 -1.017 -3.196 -1.303  0.610
H17 0.892 3.184 1.842  0.556
H18 0.356 -5.240 -0.687  0.408
H19 -2.798 -3.328 -3.146  0.408
H20 -2.501 -2.159 0.504  0.148
C12 -3.375 -0.321 -2.357  -0.291
C13 4.462 -0.247 -3.379  -0.800
C14 -4.642 0.380 -1.850  -1.314
H21 -3.089 -3.771 0.066  0.434
H22 -2.032 3.224 -1.125  0.286
H23 -3.034 3.168 6.041  0.403
H24 5.704 -0.323 -0.225  0.374
H25 2.429 0.214 -3.798  0.455
C15 1.534 -1.054 3.265  -1.291
H26 -5.489 0.165 -2.503  0.403
H27 2.182 2.754 0.737  0.647
H28 3.204 3.174 2.933  0.392
H29 -3.178 -0.073 -3.404  0.445
C16 5.008 -0.219 -1.048  -1.085
C17 -1.813 1.628 2.686  0.503
N2 2.773 0.263 -1.759  -0.072
H30 1.229 -4.242 -1.859  0.357
H31 1.889 -1.339 1.148  0.409
H32 4.718 -0.373 -4.423  0.338
H33 0.067 1.406 3.693  -0.160
H34 3.334 1.449 2.623  0.251
H35 0.498 -1.271 -1.060  0.157
H36 0.029 2.076 -1.940  0.125
C18 -0.957 1.746 3.780  0.580
C19 -1.900 -3.889 -2.889  -1.207
H37 -3.793 2.092 1.979  0.382
C20 -1.333 1.042 1.402  0.511
C21 2.623 2.260 2.793  -1.194
H38 -4.911 0.041 -0.849  0.333
H39 3.372 0.272 0.220  0.357
C22 5.430 -0.413 -2.374  1.249
C23 -0.962 1.729 -2.298  -0.579
C24 0.606 -4.214 -0.964  -1.217
H40 -0.705 2.355 5.821  0.424
H41 -4.564 3.033 4.101  0.413
H42 -1.471 3.814 -2.692  0.432
H43 7.393 -0.836 -1.947  0.201
C25 -1.881 2.949 -2.170  -1.296

Entry 3:
Formula: C25H43NO3P3Re
Source: the OMol25 dataset
Level of theory: the ωB97M-V functional and the def2-TZVPD basis

Properties
* spin multiplicity: 2
* gap between HOMO and LUMO (spin up / spin down): 7.0 / 5.7 eV
* electronic energy: -2360.29562 Eh
* charge: +3
* energy relative to the best compared isomer or geometry (same formula, charge and spin): 6.0 kcal/mol

Last column: Mulliken charge in e.
Atoms and positions in Å:
C1 -3.449 -0.214 -0.573  0.030
C2 0.632 4.373 3.207  -1.155
H1 -4.006 2.717 -2.209  0.431
C3 2.139 -1.600 -1.736  0.934
H2 3.765 -2.340 -2.944  0.490
H3 -1.914 1.478 -4.021  0.495
H4 4.544 -3.017 -0.213  0.379
H5 -0.116 3.825 3.771  0.264
P1 -1.429 1.323 -1.673  1.411
H6 -1.178 -0.458 3.164  0.232
H7 3.663 -1.157 2.815  0.289
H8 -3.516 0.538 3.326  0.414
C4 -2.631 -2.329 1.238  -1.651
C5 -1.161 0.954 -3.429  -1.396
H9 -2.728 1.052 1.826  0.163
C6 -4.203 1.805 -1.660  -1.071
H10 4.908 0.077 2.983  0.474
H11 3.580 1.914 -2.562  0.535
C7 -3.163 0.958 -1.289  0.827
H12 1.517 1.716 -1.251  0.258
C8 3.270 -1.461 -2.543  -0.404
H13 0.922 -2.941 -0.576  0.418
H14 3.303 1.825 2.182  0.327
O1 1.010 2.759 1.343  0.003
H15 -3.417 -3.031 0.954  0.546
H16 4.307 -0.314 1.372  0.262
Re1 -0.172 0.027 -0.251  0.222
H17 -1.782 -2.896 1.621  0.416
O2 -0.271 1.406 2.978  -0.156
H18 1.245 4.753 1.177  0.335
H19 1.222 -3.517 -2.228  0.394
H20 0.466 5.439 3.367  0.442
C9 -2.681 1.111 2.918  -0.992
H21 -3.006 -1.678 2.027  0.401
C10 0.554 4.120 1.726  -0.142
C11 -1.274 3.122 -1.561  -1.593
C12 -1.379 0.575 3.451  -0.280
C13 2.008 0.805 -1.614  -0.789
H22 2.225 -5.460 -2.058  0.342
H23 3.770 -4.142 0.909  0.462
C14 3.786 -0.213 -2.841  -0.945
H24 -2.819 2.150 3.214  0.374
C15 1.665 -2.992 -1.382  -0.879
H25 3.106 -2.479 0.683  0.067
C16 2.973 0.863 2.567  -0.227
H26 -1.332 -3.372 -1.224  0.405
C17 -5.794 0.330 -0.618  -0.863
H27 -1.461 -2.055 -2.422  0.200
C18 3.580 -3.332 0.204  -0.665
C19 4.019 -0.206 2.420  -1.271
P2 -2.091 -1.334 -0.168  1.135
H28 -6.316 2.149 -1.626  0.459
H29 3.340 -5.811 -0.689  0.324
H30 1.624 4.137 3.591  0.305
O3 1.798 0.456 1.760  -0.023
H31 3.935 -4.965 -2.120  0.381
H32 -0.447 4.248 1.319  0.186
C20 1.465 -0.453 -1.307  1.186
H33 -5.004 -1.419 0.318  0.426
C21 3.061 -5.099 -1.466  -0.750
H34 -1.322 0.652 4.533  0.419
H35 -2.915 -2.862 -1.823  0.527
C22 -4.766 -0.521 -0.238  -0.804
H36 -1.865 3.620 -2.330  0.587
H37 -1.243 -0.113 -3.630  0.270
H38 2.634 0.975 3.596  0.349
H39 -1.616 3.450 -0.580  0.410
C23 -5.512 1.488 -1.330  -0.786
N1 2.748 -3.824 -0.869  0.296
H40 -0.231 3.415 -1.693  0.444
H41 4.672 -0.129 -3.457  0.475
H42 -0.168 1.293 -3.729  0.415
P3 0.487 1.322 1.622  -0.114
C24 -1.918 -2.512 -1.545  -1.199
C25 3.169 0.936 -2.349  -1.157
H43 -6.816 0.090 -0.360  0.475